22
Properties=species:S:1:pos:R:3:forces:R:3 method="wB97M-V/def2-TZVPD" e_above_lowest_kcal_mol=0.0 s_squared=12.016 e_homo_ev="-8.495 / -8.375" e_lumo_ha="-0.0811 / -0.0814" multiplicity=7 energy_ha=-3997.8214
Co 2.508638 -1.007000 -0.714115 -1.979 -1.072 3.036
Co 0.012758 -2.794270 -0.362295 0.526 1.526 1.046
P 2.001338 -2.804710 1.251205 8.676 1.287 5.346
O 2.226578 -1.243700 1.334725 -0.025 1.692 -1.769
O 1.989628 -2.910840 -0.260245 0.877 -0.540 -6.916
O 0.596478 -3.173960 1.428395 -5.336 -1.670 1.714
O 3.232878 -3.387170 1.976675 -3.460 0.002 -1.568
F 0.504368 -0.746000 -0.988155 0.520 -0.815 -0.436
C -1.599842 0.556830 1.351415 0.421 1.571 -1.165
N -1.956892 -0.772540 1.832305 0.278 -0.450 1.943
O -2.310162 -0.829740 3.028245 0.570 -0.602 -3.082
O -1.827472 -1.722690 1.042185 -0.475 0.602 1.082
H -1.498672 0.567750 0.266175 -0.462 -0.338 0.075
H -0.620072 0.906130 1.677215 0.059 -0.703 0.624
H -2.312342 1.308920 1.690235 -0.160 -0.422 0.023
C 0.513008 2.709730 -2.154085 0.092 -0.414 -0.931
N -0.938482 2.486510 -1.972365 -2.665 -1.679 1.842
O -1.493472 1.579950 -2.632435 1.493 2.111 0.798
O -1.532142 3.094860 -1.057655 1.376 -0.612 -1.803
H 0.919178 1.739170 -2.438955 -0.097 0.076 0.033
H 1.023318 3.086940 -1.267855 -0.588 0.234 -0.129
H 0.561388 3.355820 -3.030625 0.362 0.215 0.237